No. 1
Entry from OMol25: a structure of composition C37H42GeNO2Rh (ωB97M-V with the def2-TZVPD basis set).

Values from the calculation:
- frontier orbital gap (alpha / beta) (eV) = 7.11 / 5.78
- <S²> = 6.0943
- spin multiplicity = 5
- HOMO energy (alpha / beta) (eV) = -6.594 / -7.976

Each line ends with the Löwdin spin population.
Geometry (Å):
1 Rh 1.57 -0.02 -1.19  1.848
2 C 2.64 -0.65 -6.46  0.083
3 C 2.07 -1.43 -5.46  -0.007
4 C 1.62 -0.84 -4.29  0.076
5 C 1.74 0.54 -4.10  0.031
6 C 2.32 1.32 -5.11  0.072
7 C 2.76 0.72 -6.28  -0.006
8 N 1.33 1.09 -2.88  0.452
9 C 0.93 2.44 -2.80  0.028
10 C 1.19 3.15 -1.63  0.060
11 C 0.75 4.46 -1.49  -0.003
12 C 0.03 5.06 -2.52  0.049
13 C -0.24 4.35 -3.68  -0.004
14 C 0.20 3.05 -3.83  0.048
15 H 2.99 -1.11 -7.38  0.005
16 H 1.97 -2.50 -5.59  -0.002
17 H 1.18 -1.45 -3.51  0.005
18 H 2.46 2.38 -4.96  0.002
19 H 3.22 1.33 -7.04  -0.002
20 H 1.75 2.68 -0.83  0.013
21 H 0.96 5.00 -0.58  -0.001
22 H -0.32 6.08 -2.41  0.003
23 H -0.82 4.81 -4.47  -0.001
24 H -0.04 2.48 -4.72  0.001
25 C -2.30 -4.40 1.99  0.000
26 C -2.49 -2.96 2.45  0.000
27 C -2.38 -1.93 1.32  0.000
28 C -1.00 -1.93 0.66  0.002
29 Ge -0.75 -0.44 -0.56  -0.023
30 C -1.48 -0.90 -2.33  -0.014
31 C -2.97 -1.27 -2.33  -0.005
32 C -3.89 -0.20 -1.73  0.000
33 C -3.78 1.14 -2.44  0.000
34 H -2.49 -5.10 2.80  0.000
35 H -1.29 -4.58 1.63  0.000
36 H -2.99 -4.64 1.17  0.000
37 H -1.74 -2.72 3.22  0.000
38 H -3.47 -2.85 2.93  0.000
39 H -2.59 -0.94 1.73  0.000
40 H -3.16 -2.14 0.58  0.000
41 H -0.80 -2.85 0.10  0.000
42 H -0.22 -1.86 1.43  0.000
43 H -1.46 0.81 0.00  0.002
44 H -0.89 -1.75 -2.69  0.000
45 H -1.28 -0.07 -3.01  0.000
46 H -3.11 -2.21 -1.78  0.000
47 H -3.28 -1.47 -3.36  -0.001
48 H -3.66 -0.07 -0.67  0.000
49 H -4.92 -0.56 -1.78  0.000
50 H -2.78 1.57 -2.33  0.000
51 H -4.49 1.86 -2.02  0.000
52 H -3.99 1.04 -3.51  0.000
53 C 3.66 -3.58 -0.92  0.008
54 C 2.93 -2.28 -1.09  0.021
55 O 1.65 -2.31 -1.25  0.129
56 O 3.55 -1.19 -1.08  0.051
57 H 3.27 -4.09 -0.04  0.001
58 H 4.73 -3.40 -0.81  0.001
59 H 3.47 -4.21 -1.78  0.001
60 C 1.35 0.30 0.74  0.269
61 C 1.13 0.49 1.94  0.119
62 C 0.85 0.65 3.29  0.324
63 C 1.24 -0.40 4.24  0.016
64 C 1.30 -0.16 5.62  0.063
65 C 1.68 -1.16 6.51  -0.007
66 C 2.01 -2.43 6.04  0.071
67 C 1.98 -2.67 4.67  -0.007
68 C 1.61 -1.68 3.78  0.062
69 C 0.12 1.87 3.69  0.022
70 C 0.31 3.06 2.97  0.047
71 C -0.40 4.21 3.29  -0.005
72 C -1.32 4.20 4.33  0.051
73 C -1.53 3.02 5.04  -0.005
74 C -0.82 1.87 4.72  0.048
75 H 1.07 0.82 6.00  0.002
76 H 1.72 -0.95 7.57  -0.002
77 H 2.30 -3.21 6.73  0.004
78 H 2.26 -3.65 4.29  -0.002
79 H 1.61 -1.87 2.72  0.004
80 H 1.02 3.07 2.15  0.002
81 H -0.23 5.11 2.72  -0.001
82 H -1.87 5.09 4.57  0.003
83 H -2.26 3.00 5.83  -0.001
84 H -1.02 0.95 5.26  0.001



No. 2
Entry from OMol25: a structure of composition C37H42N4P2Sn at a distorted geometry (ωB97M-V with the def2-TZVPD basis set).

Values from the calculation:
- frontier orbital gap (eV) = 7.55
- HOMO energy (eV) = -7.837
- relative energy (zero: lowest compared OMol25 entry of this formula, charge and spin) (eV) = 0.000

Each line ends with the Mulliken charge.
Geometry (Å):
1 Sn 1.23 0.73 4.50  0.412
2 C 1.57 -2.65 2.67  -0.709
3 C 1.77 -1.56 1.91  -0.471
4 C 0.90 -1.09 0.79  -0.282
5 C -0.24 -0.10 1.13  -0.026
6 C -1.06 -0.35 2.35  -0.943
7 C -1.30 -1.58 2.88  0.027
8 C -0.97 -2.87 2.23  -0.917
9 C 0.37 -3.52 2.64  -0.759
10 C -0.52 0.80 5.81  -1.438
11 H 2.34 -2.95 3.39  0.409
12 H 2.65 -0.92 2.11  0.505
13 H 0.49 -1.92 0.19  0.259
14 H 1.57 -0.52 0.11  0.456
15 H 0.17 0.92 1.23  0.343
16 H -0.89 -0.05 0.23  -0.237
17 H -1.48 0.55 2.83  0.636
18 H -1.76 -1.65 3.87  0.331
19 H -1.03 -2.81 1.14  0.405
20 H -1.75 -3.60 2.55  0.400
21 H 0.26 -3.95 3.65  0.392
22 H 0.51 -4.40 1.97  0.302
23 H -0.36 0.31 6.78  0.361
24 H -1.47 0.45 5.39  0.314
25 H -0.61 1.88 5.98  0.472
26 P -2.17 2.24 -3.53  -0.100
27 P 0.76 1.38 -3.95  -0.257
28 N -3.67 1.37 -3.30  0.333
29 N -2.96 3.72 -4.12  0.345
30 N 0.85 -0.37 -4.10  0.471
31 N 2.34 1.69 -4.65  0.347
32 C -1.75 1.50 -5.19  -0.615
33 C -0.25 1.69 -5.49  -1.042
34 C -3.86 0.54 -2.19  -0.343
35 C -5.02 -0.18 -2.38  -0.597
36 C -5.58 0.21 -3.64  -0.627
37 C -4.73 1.16 -4.19  -0.126
38 C -2.87 4.91 -3.39  -0.437
39 C -3.43 5.94 -4.13  -0.596
40 C -3.88 5.37 -5.38  -0.778
41 C -3.59 4.01 -5.34  -0.090
42 C 0.88 -1.18 -2.96  -0.284
43 C 0.80 -2.50 -3.36  -0.363
44 C 0.71 -2.52 -4.79  -1.070
45 C 0.75 -1.20 -5.22  -0.164
46 C 2.99 1.08 -5.73  -0.107
47 C 4.08 1.86 -6.08  -0.610
48 C 4.10 2.99 -5.19  -0.538
49 C 3.03 2.87 -4.33  -0.421
50 H -2.34 1.98 -5.98  0.419
51 H -2.03 0.43 -5.16  0.467
52 H 0.05 1.03 -6.32  0.403
53 H -0.02 2.73 -5.77  0.497
54 H -3.13 0.55 -1.39  0.310
55 H -5.43 -0.92 -1.70  0.408
56 H -6.49 -0.16 -4.10  0.434
57 H -4.78 1.70 -5.13  0.221
58 H -2.41 4.90 -2.41  0.405
59 H -3.51 6.97 -3.84  0.401
60 H -4.35 5.90 -6.20  0.430
61 H -3.78 3.25 -6.08  0.323
62 H 0.95 -0.72 -1.99  0.106
63 H 0.81 -3.37 -2.71  0.455
64 H 0.63 -3.39 -5.43  0.439
65 H 0.71 -0.80 -6.22  0.424
66 H 2.61 0.17 -6.17  0.276
67 H 4.79 1.65 -6.87  0.434
68 H 4.83 3.79 -5.19  0.410
69 H 2.66 3.50 -3.53  0.353
70 C 1.25 -3.22 9.17  -0.469
71 C 0.29 -3.03 8.15  -0.691
72 C 0.62 -2.36 6.97  -0.048
73 C 1.91 -1.80 6.78  0.300
74 C 2.30 -0.95 5.69  0.024
75 C 3.64 -0.73 5.45  -0.458
76 C 4.61 -1.06 6.43  -0.861
77 C 4.24 -1.70 7.59  -0.715
78 C 2.91 -2.10 7.79  0.826
79 C 2.54 -2.78 8.96  -0.781
80 H 0.96 -3.72 10.10  0.364
81 H -0.73 -3.41 8.30  0.388
82 H -0.11 -2.25 6.17  0.546
83 H 3.98 -0.23 4.54  0.350
84 H 5.65 -0.77 6.26  0.353
85 H 4.98 -1.92 8.36  0.357
86 H 3.29 -2.96 9.73  0.326



No. 3
Entry from OMol25: a structure of composition C37H43ClN4O7OsTe at a distorted geometry (ωB97M-V with the def2-TZVPD basis set).

Values from the calculation:
- frontier orbital gap (alpha / beta) (eV) = 7.06 / 5.27
- <S²> = 0.8714
- spin multiplicity = 2
- HOMO energy (alpha / beta) (eV) = -10.132 / -10.129
- net charge = +1
- relative energy (zero: lowest compared OMol25 entry of this formula, charge and spin) (eV) = 1.304

Each line ends with the Löwdin spin population.
Geometry (Å):
1 Os 1.34 1.29 1.45  0.052
2 N 1.57 3.16 2.39  -0.004
3 C 1.31 3.04 3.84  0.000
4 C 0.29 1.94 4.11  0.000
5 N 0.54 0.69 3.33  -0.001
6 C 1.40 -0.35 3.93  0.000
7 C 2.82 0.19 3.96  -0.001
8 N 3.12 0.83 2.65  0.007
9 H 2.49 3.56 2.20  0.000
10 H 0.91 3.77 1.88  -0.001
11 H 0.94 3.97 4.25  0.000
12 H 2.26 2.83 4.33  0.000
13 H -0.69 2.29 3.79  0.000
14 H 0.24 1.72 5.18  0.000
15 H -0.37 0.28 3.13  0.000
16 H 1.34 -1.21 3.27  0.000
17 H 1.07 -0.64 4.93  0.000
18 H 3.54 -0.61 4.18  0.000
19 H 2.92 0.93 4.74  0.000
20 H 3.52 0.14 2.02  0.001
21 H 3.84 1.54 2.78  0.001
22 C -7.12 -3.25 -1.76  0.005
23 C -5.83 -2.63 -1.31  0.030
24 C -5.26 -1.57 -2.00  -0.002
25 C -4.06 -0.99 -1.61  0.024
26 C -3.52 0.13 -2.46  0.006
27 C -3.42 -1.50 -0.47  0.041
28 Te -1.57 -0.74 0.16  0.555
29 N -0.37 1.79 1.12  0.023
30 C -0.91 2.96 0.66  0.011
31 O -0.33 4.05 0.76  0.019
32 C -2.35 2.93 0.24  0.013
33 C -2.75 3.75 -0.81  0.001
34 C -4.09 3.80 -1.18  0.006
35 C -5.03 3.06 -0.48  0.003
36 C -4.64 2.27 0.59  0.004
37 C -3.30 2.20 0.94  0.019
38 C -0.68 -0.54 -1.72  0.038
39 C -0.25 0.72 -2.12  0.014
40 C 0.36 0.87 -3.36  -0.001
41 C 0.53 -0.24 -4.17  0.009
42 C 0.09 -1.49 -3.76  0.001
43 C -0.53 -1.67 -2.52  0.013
44 C -1.03 -3.04 -2.14  0.014
45 C -3.98 -2.56 0.26  0.029
46 C -3.36 -3.18 1.49  0.013
47 C -5.18 -3.11 -0.19  -0.005
48 H -7.55 -2.72 -2.61  0.000
49 H -7.86 -3.25 -0.96  0.002
50 H -6.97 -4.29 -2.06  0.002
51 H -5.77 -1.18 -2.88  -0.001
52 H -4.34 0.63 -2.98  0.001
53 H -2.84 -0.26 -3.22  0.001
54 H -2.98 0.88 -1.89  0.004
55 H -2.01 4.35 -1.33  0.000
56 H -4.39 4.42 -2.01  0.000
57 H -6.08 3.11 -0.76  0.000
58 H -5.38 1.71 1.16  0.000
59 H -3.00 1.62 1.81  0.003
60 H -0.37 1.57 -1.48  0.002
61 H 0.72 1.84 -3.67  0.000
62 H 1.02 -0.14 -5.13  0.001
63 H 0.23 -2.35 -4.40  0.000
64 H -0.53 -3.80 -2.73  0.001
65 H -2.11 -3.12 -2.30  0.000
66 H -0.81 -3.26 -1.09  0.009
67 H -2.47 -2.66 1.84  0.009
68 H -3.08 -4.21 1.29  0.001
69 H -4.08 -3.18 2.31  0.000
70 H -5.61 -3.94 0.37  0.000
71 O 1.40 -2.28 -0.53  0.011
72 C 2.11 -1.46 -0.01  0.001
73 O 1.61 -0.58 0.86  0.005
74 C 3.61 -1.53 -0.16  0.001
75 C 4.45 -0.44 0.01  0.000
76 C 5.83 -0.54 -0.15  0.000
77 C 6.32 -1.77 -0.49  0.000
78 O 7.61 -2.13 -0.71  0.000
79 C 7.59 -3.52 -1.05  0.000
80 O 6.23 -3.96 -1.01  0.000
81 C 5.49 -2.87 -0.67  0.000
82 C 4.13 -2.78 -0.53  0.000
83 H 4.03 0.53 0.21  0.000
84 H 6.47 0.32 -0.06  0.000
85 H 8.18 -4.08 -0.32  0.000
86 H 7.99 -3.65 -2.06  0.000
87 H 3.48 -3.63 -0.69  0.000
88 Cl 4.58 3.49 0.61  0.000
89 C 3.71 3.59 -0.98  0.000
90 C 2.92 2.29 -1.14  0.001
91 O 3.25 1.46 -1.96  0.002
92 O 1.93 2.23 -0.31  0.007
93 H 4.46 3.72 -1.75  0.000
94 H 3.05 4.45 -0.90  0.000